Model 1:
The molecule C7H11NO, computed with ωB97M-V/def2-TZVPD.

Values from the calculation:
HOMO energy: -0.31169 hartree
LUMO: -0.2 eV
Frontier orbital gap: 8.28 eV
Total charge: 0

Element x y z (Å)
C -1.100 2.650 0.292
N -0.108 1.549 -0.431
C -0.117 0.027 -0.232
C 1.171 -0.477 -0.335
C 2.408 0.076 0.189
O 3.445 -0.714 0.335
C -1.372 -0.649 -0.533
C -1.423 -1.944 -0.053
C -2.431 -1.086 0.669
H -1.590 3.475 -0.605
H -2.062 2.190 0.688
H -0.563 3.254 1.133
H 1.003 1.793 -0.915
H 0.995 -1.386 -1.068
H 2.637 1.018 0.485
H -1.978 -0.233 -1.442
H -0.656 -2.398 0.617
H -1.781 -2.817 -0.751
H -3.605 -0.816 0.490
H -2.023 -0.806 1.726

Model 2:
A cluster of 2 separate species, C7H11NO in total, computed with ωB97M-V/def2-TZVPD.

Values from the calculation:
HOMO energy (spin up / spin down): -0.28424 / -0.26474 hartree
LUMO (spin up / spin down): -0.2 / -0.3 eV
Frontier orbital gap (spin up / spin down): 7.57 / 6.88 eV
Total charge: 0

Element x y z (Å)
C 0.167 0.414 -1.625
C 0.433 -1.909 0.009
C 1.366 1.120 0.336
C -0.185 -0.630 0.517
C 0.638 0.367 1.163
C -1.571 -0.722 0.924
C -2.251 0.290 1.489
O 1.138 0.901 -2.473
N 1.908 2.179 -0.016
H 1.264 1.840 -2.284
H 2.647 2.065 -0.714
H -0.651 1.105 -1.420
H -0.146 -0.545 -2.016
H 0.650 0.500 2.244
H -2.082 -1.665 0.748
H 1.447 -1.749 -0.349
H 0.462 -2.633 0.835
H -0.159 -2.366 -0.789
H -3.283 0.178 1.794
H -1.793 1.261 1.627

Model 3:
The molecule C7H11NO, computed with ωB97M-V/def2-TZVPD.

Values from the calculation:
HOMO energy: -0.32224 hartree
LUMO: 1.0 eV
Frontier orbital gap: 9.73 eV
Total charge: 0

Element x y z (Å)
O -0.127 -0.894 1.843
C -0.171 -0.236 0.849
C -0.055 -0.771 -0.619
C -1.572 -0.835 -0.784
C -1.775 0.688 -0.394
C -0.525 1.151 0.469
C 0.885 1.452 -0.193
N 1.790 0.293 -0.112
C 1.424 -1.087 -0.688
H -0.011 0.035 -1.368
H -1.895 -1.030 -1.812
H -2.117 -1.565 -0.141
H -1.854 1.319 -1.288
H -2.677 0.789 0.202
H -0.821 1.867 1.210
H 1.410 2.175 0.443
H 0.757 1.897 -1.210
H 2.790 0.546 -0.208
H 1.794 -1.803 0.061
H 1.839 -1.300 -1.694

Model 4:
The molecule C7H11NO, computed with ωB97M-V/def2-TZVPD.

Values from the calculation:
HOMO energy: -0.33069 hartree
LUMO: 1.1 eV
Frontier orbital gap: 10.07 eV
Total charge: 0

Element x y z (Å)
C -0.705 2.006 -0.719
C -0.921 0.772 -0.300
O -2.064 0.058 -0.601
C -1.902 -1.143 0.002
N -0.848 -1.346 0.654
C -0.049 -0.131 0.564
C 0.144 0.452 1.967
C 1.313 -0.432 -0.081
C 1.188 -1.030 -1.476
H -1.423 2.525 -1.326
H 0.201 2.520 -0.461
H -2.702 -1.851 -0.121
H 0.657 -0.272 2.592
H -0.820 0.678 2.417
H 0.730 1.365 1.914
H 1.880 0.499 -0.127
H 1.843 -1.130 0.569
H 0.650 -1.974 -1.434
H 2.175 -1.214 -1.893
H 0.654 -0.353 -2.140

Most stable structure: model 4

Model 1:
A structure of composition C27H48I2N2ORhSi4Te, computed with ωB97M-V/def2-TZVPD.

Values from the calculation:
HOMO energy (spin up / spin down): -0.12166 / -0.12171 hartree
LUMO (spin up / spin down): 2.3 / 2.3 eV
Frontier orbital gap (spin up / spin down): 5.57 / 5.57 eV
Total charge: -1

Element x y z (Å)
Rh 0.185 0.488 -0.527
I 2.505 1.596 6.812
C 1.633 1.614 4.915
C 0.948 2.736 4.473
C 0.380 2.724 3.218
I -0.660 4.405 2.552
C 0.451 1.617 2.323
O -0.172 1.669 1.207
C 1.202 0.499 2.808
C 1.555 -0.693 1.955
N 0.557 -1.084 0.949
C 0.890 -2.357 0.314
C 0.603 -2.432 -1.167
C 1.084 -3.535 -1.856
C 0.860 -3.648 -3.215
C 0.135 -2.651 -3.839
C -0.317 -1.588 -3.080
N -0.089 -1.451 -1.771
C 1.749 0.514 4.082
H 0.854 3.611 5.101
H 1.762 -1.539 2.625
H 2.468 -0.479 1.391
H -0.354 -1.135 1.392
H 0.372 -3.187 0.811
H 1.961 -2.538 0.439
H 1.655 -4.284 -1.321
H 1.256 -4.487 -3.772
H -0.069 -2.676 -4.901
H -0.880 -0.795 -3.551
H 2.305 -0.355 4.417
C 5.002 -2.949 -1.275
Si 5.685 -1.619 -0.123
C 7.571 -1.799 -0.082
C 5.086 -2.029 1.625
Si 4.975 0.505 -0.856
Te 2.653 0.457 -1.749
Si 6.201 0.983 -2.806
C 8.068 1.172 -2.528
C 5.591 2.585 -3.594
C 5.964 -0.413 -4.057
Si 5.386 2.156 0.754
C 4.361 1.859 2.306
C 7.213 2.185 1.253
C 4.911 3.846 0.066
H 5.258 -3.948 -0.908
H 5.393 -2.842 -2.288
H 3.916 -2.854 -1.344
H 7.856 -2.799 0.260
H 8.031 -1.070 0.589
H 8.001 -1.654 -1.075
H 5.294 -3.077 1.864
H 4.014 -1.866 1.733
H 5.588 -1.409 2.373
H 8.292 2.025 -1.883
H 8.573 1.341 -3.485
H 8.507 0.285 -2.070
H 5.875 3.457 -3.001
H 4.503 2.572 -3.679
H 6.019 2.701 -4.594
H 6.447 -1.332 -3.716
H 6.403 -0.141 -5.022
H 4.901 -0.619 -4.200
H 4.563 0.889 2.768
H 3.296 1.897 2.065
H 4.552 2.634 3.055
H 7.506 1.240 1.716
H 7.385 2.982 1.984
H 7.876 2.358 0.403
H 3.878 3.827 -0.289
H 5.549 4.142 -0.769
H 4.992 4.609 0.845
C -0.280 2.011 -3.881
C -1.222 2.229 -2.692
C -2.476 1.357 -2.786
C -1.667 3.701 -2.707
C -0.488 1.923 -1.406
H -0.792 2.254 -4.818
H 0.097 0.991 -3.940
H 0.599 2.652 -3.787
H -3.019 1.568 -3.713
H -3.135 1.571 -1.942
H -2.254 0.291 -2.739
H -2.249 3.925 -3.605
H -0.800 4.364 -2.686
H -2.282 3.925 -1.832
H -0.245 2.845 -0.853

Model 2:
A structure of composition C27H48I2N2ORhSi4Te, computed with ωB97M-V/def2-TZVPD.

Values from the calculation:
HOMO energy: -0.10976 hartree
LUMO: 2.0 eV
Frontier orbital gap: 4.94 eV
Total charge: -1

Element x y z (Å)
Rh -1.711 0.569 0.048
I -8.897 -3.026 -0.533
C -6.856 -2.597 -0.657
C -5.932 -3.610 -0.480
C -4.573 -3.311 -0.535
I -3.229 -4.857 -0.905
C -4.136 -1.993 -0.720
O -2.881 -1.591 -0.760
C -5.094 -0.997 -1.006
C -4.626 0.393 -1.361
N -4.180 1.174 -0.189
C -4.174 2.611 -0.455
C -2.819 3.260 -0.668
C -2.681 4.331 -1.544
C -1.473 5.008 -1.578
C -0.442 4.604 -0.746
C -0.655 3.495 0.058
N -1.815 2.847 0.098
C -6.442 -1.305 -0.963
H -6.256 -4.627 -0.308
H -5.463 0.908 -1.856
H -3.790 0.338 -2.060
H -4.821 0.977 0.569
H -4.618 3.122 0.406
H -4.806 2.849 -1.320
H -3.504 4.618 -2.186
H -1.332 5.837 -2.262
H 0.522 5.093 -0.752
H 0.129 3.079 0.675
H -7.174 -0.535 -1.177
C 1.886 0.903 2.933
Si 3.125 1.268 1.571
C 3.197 3.143 1.340
C 4.831 0.752 2.204
Si 2.648 0.140 -0.412
Te 0.406 0.433 -1.448
Si 3.129 -2.143 -0.161
C 2.417 -3.103 -1.608
C 4.988 -2.486 -0.107
C 2.382 -2.829 1.425
Si 4.088 0.946 -2.073
C 3.946 -0.178 -3.579
C 3.605 2.690 -2.595
C 5.914 1.015 -1.579
H 2.072 1.544 3.801
H 1.952 -0.138 3.257
H 0.865 1.073 2.585
H 3.749 3.598 2.169
H 2.202 3.590 1.317
H 3.701 3.410 0.410
H 5.062 1.270 3.140
H 5.615 0.988 1.482
H 4.870 -0.323 2.397
H 2.951 -2.868 -2.532
H 1.369 -2.836 -1.758
H 2.489 -4.180 -1.432
H 5.468 -2.167 -1.035
H 5.182 -3.556 0.018
H 5.473 -1.956 0.717
H 1.315 -2.608 1.464
H 2.853 -2.393 2.310
H 2.503 -3.915 1.474
H 2.905 -0.466 -3.743
H 4.534 -1.090 -3.441
H 4.311 0.327 -4.478
H 2.521 2.759 -2.713
H 4.080 2.948 -3.546
H 3.917 3.429 -1.853
H 6.265 0.063 -1.178
H 6.080 1.780 -0.816
H 6.534 1.269 -2.444
C -2.346 -3.205 2.149
C -2.279 -1.712 1.802
C -3.588 -1.050 2.241
C -1.153 -1.105 2.651
C -1.859 -1.401 0.346
H -2.478 -3.331 3.229
H -1.422 -3.710 1.858
H -3.175 -3.709 1.657
H -3.693 -1.148 3.326
H -4.467 -1.508 1.783
H -3.574 0.013 2.001
H -1.344 -1.297 3.713
H -1.088 -0.028 2.481
H -0.185 -1.538 2.397
H -1.019 -2.034 0.047

Most stable structure: model 1

Model 1:
A cluster of 2 separate species, C4H14N2O in total, computed with ωB97M-V/def2-TZVPD.

Values from the calculation:
HOMO energy: -0.57388 hartree
LUMO: -8.0 eV
Frontier orbital gap: 7.59 eV
Total charge: +2

Element x y z (Å)
C -1.794 0.830 -0.099
C -0.727 1.619 0.686
C 0.679 0.978 0.618
C 1.288 1.041 -0.659
N 2.566 1.629 -1.092
N -1.844 -0.486 0.451
H -1.664 0.924 -1.166
H -2.731 1.342 0.225
H -0.931 1.398 1.773
H -0.723 2.643 0.512
H 1.225 0.443 1.378
H 0.728 0.838 -1.467
H 2.533 2.548 -1.604
H 3.066 0.921 -1.655
H 3.177 1.829 -0.261
H -2.345 -0.368 1.368
H -0.373 -5.075 0.225
H -2.397 -1.080 -0.254
H 0.529 -4.446 1.011
H -0.092 -3.453 -0.401
O -0.170 -4.076 0.412

Model 2:
A cluster of 2 separate species, C4H14N2O in total, computed with ωB97M-V/def2-TZVPD.

Values from the calculation:
HOMO energy: -0.67836 hartree
LUMO: -6.7 eV
Frontier orbital gap: 11.80 eV
Total charge: +2

Element x y z (Å)
C -1.280 -0.465 1.122
C 0.142 -0.306 0.570
C 0.371 -0.656 -0.868
C -0.265 -1.569 -1.562
N 1.436 0.144 -1.533
N -1.260 -0.638 2.660
H -1.973 0.332 0.869
H -1.616 -1.443 0.800
H 0.532 0.681 0.842
H 0.774 -0.900 1.216
H -0.124 -1.710 -2.622
H -1.053 -2.176 -1.146
H 1.732 0.954 -0.961
H 1.112 0.601 -2.375
H 2.162 -0.472 -1.915
H -1.878 -1.436 2.793
H -0.334 -0.760 3.067
H -1.756 0.122 3.124
H 0.186 2.921 -1.436
H 1.252 3.407 -0.415
O 0.728 2.642 -0.680

Most stable structure: model 2

Model 1:
A cluster of 4 separate species, C5H17NO3 in total, computed with ωB97M-V/def2-TZVPD.

Values from the calculation:
HOMO energy: -0.28696 hartree
LUMO: 0.6 eV
Frontier orbital gap: 8.36 eV
Total charge: 0

Element x y z (Å)
C 2.240 -0.639 -1.917
C 0.715 -1.052 -2.018
C -0.023 -0.785 -0.742
C 0.116 -1.541 0.340
N -0.450 -1.419 1.605
C -1.536 -0.509 1.932
H 2.453 -0.041 -1.040
H 2.878 -1.519 -1.944
H 2.492 -0.142 -2.860
H 0.665 -2.115 -2.273
H 0.338 -0.511 -2.883
H -0.640 0.109 -0.781
H 0.786 -2.399 0.294
H -0.314 -2.269 2.121
H -2.501 -1.000 1.774
H -1.460 0.399 1.336
H -1.428 -0.218 2.977
O -3.337 1.495 -0.994
H -2.678 1.167 -0.382
H -3.000 2.383 -1.139
O 1.793 1.499 1.488
H 1.555 0.690 1.943
H 2.390 1.189 0.777
O -0.654 2.301 0.543
H -0.555 3.137 1.048
H 0.157 1.791 0.796

Model 2:
A cluster of 4 separate species, C5H17NO3 in total, computed with ωB97M-V/def2-TZVPD.

Values from the calculation:
HOMO energy: -0.35770 hartree
LUMO: 0.8 eV
Frontier orbital gap: 10.55 eV
Total charge: 0

Element x y z (Å)
C -0.309 -3.073 -0.484
C 0.090 -1.977 0.469
C 1.306 -1.610 0.815
C 1.881 -0.611 1.687
C 1.405 0.772 1.217
N 1.812 1.028 -0.260
H -1.176 -2.935 -1.086
H -0.531 -3.876 0.166
H 0.439 -3.440 -1.241
H -0.854 -1.636 1.012
H 2.203 -1.977 0.055
H 1.657 -0.789 2.725
H 2.990 -0.662 1.729
H 1.607 1.676 1.787
H 0.282 0.879 1.091
H 2.761 0.959 -0.333
H 1.555 0.278 -0.757
O -1.627 0.541 -0.559
H -1.690 1.506 -0.176
H -0.824 0.220 -0.447
O -0.140 2.196 -2.513
H -0.039 1.473 -1.883
H 0.733 2.333 -2.917
O -3.377 1.637 0.524
H -3.438 0.659 0.451
H -3.433 2.132 -0.197

Most stable structure: model 1

Model 1:
The molecule C18H21N3O2, computed with ωB97M-V/def2-TZVPD.

Values from the calculation:
HOMO energy: -0.33718 hartree
LUMO: -1.8 eV
Frontier orbital gap: 7.33 eV
Total charge: 0

Element x y z (Å)
C -2.456 -1.038 5.416
C -1.752 0.150 4.901
C -0.651 0.746 5.882
C -1.174 -0.004 3.434
C -2.008 0.635 2.265
N -3.098 -0.121 1.662
C -1.169 0.931 1.067
O -0.243 -0.090 1.011
C 0.389 -0.241 -0.179
C 1.315 0.789 -0.543
C 2.037 0.839 -1.749
C 1.841 -0.209 -2.661
C 1.036 -1.294 -2.382
C 0.268 -1.263 -1.143
C 0.773 -2.299 -3.358
O 0.088 -3.279 -3.133
N 0.731 -2.038 -4.702
C 1.461 -0.921 -5.070
C 1.404 -0.456 -6.517
N 2.099 0.689 -6.975
C 2.764 1.415 -6.063
C 3.038 1.060 -4.776
C 2.478 -0.175 -4.073
H -2.720 -0.964 6.472
H -1.802 -1.871 5.251
H -3.427 -1.212 4.776
H -2.438 0.952 4.861
H -0.328 1.673 5.452
H 0.109 -0.021 5.989
H -1.172 0.938 6.915
H -0.168 0.518 3.401
H -1.062 -1.025 3.145
H -2.506 1.576 2.690
H -2.615 -0.797 1.071
H -3.551 0.512 1.027
H -0.681 1.864 1.185
H -1.736 0.854 0.125
H 1.451 1.641 0.100
H 2.647 1.702 -1.981
H -0.557 -2.013 -0.891
H 0.869 -1.110 -7.254
H 3.355 2.344 -6.356
H 3.841 1.516 -4.277
H 3.321 -0.907 -4.013

Model 2:
The molecule C18H21N3O2, computed with ωB97M-V/def2-TZVPD.

Values from the calculation:
HOMO energy: -0.30121 hartree
LUMO: 0.5 eV
Frontier orbital gap: 8.67 eV
Total charge: 0

Element x y z (Å)
C 1.040 -1.260 3.665
N 1.378 -2.026 2.398
C 1.256 -3.472 2.574
C 2.543 -1.547 1.647
C 2.200 -0.242 0.905
C 1.282 -0.603 -0.276
N 0.538 0.523 -0.919
O 1.525 1.189 -1.262
C -0.400 1.291 -0.070
C -0.975 0.653 1.066
C -1.852 1.323 1.934
C -2.241 2.597 1.642
C -1.692 3.262 0.526
C -0.843 2.610 -0.368
N -0.585 3.249 -1.574
C -0.624 2.590 -2.793
O -0.756 3.346 -3.751
C -0.902 1.143 -2.970
C -1.743 0.740 -4.047
C -1.978 -0.624 -4.323
C -1.429 -1.570 -3.484
C -0.586 -1.184 -2.430
C -0.336 0.179 -2.110
H 0.183 -1.737 4.166
H 1.892 -1.269 4.401
H 0.803 -0.217 3.479
H 1.469 -4.013 1.669
H 0.247 -3.771 2.901
H 1.975 -3.833 3.317
H 3.387 -1.322 2.355
H 2.922 -2.322 0.968
H 1.737 0.468 1.572
H 3.112 0.223 0.500
H 0.604 -1.394 0.022
H 1.981 -1.098 -1.009
H -0.720 -0.402 1.240
H -2.299 0.772 2.735
H -2.994 3.148 2.243
H -2.028 4.271 0.330
H -0.498 4.278 -1.569
H -2.180 1.489 -4.648
H -2.645 -0.868 -5.125
H -1.619 -2.616 -3.658
H -0.152 -1.956 -1.868

Most stable structure: model 2

Model 1:
The molecule C8H14N2O4, computed with ωB97M-V/def2-TZVPD.

Values from the calculation:
HOMO energy: -0.33386 hartree
LUMO: 0.5 eV
Frontier orbital gap: 9.59 eV
Total charge: 0

Element x y z (Å)
O 0.884 -2.726 -0.660
C -0.279 -2.624 -0.387
O -1.296 -3.267 -0.963
C -0.639 -1.803 0.865
C -2.023 -0.960 0.772
O -2.105 -0.594 2.063
N 0.515 -1.124 1.479
C 1.422 -0.133 1.120
O 2.236 0.158 2.004
C 1.447 0.544 -0.231
C 1.755 2.042 -0.199
C 0.681 2.634 -1.052
C -0.536 1.688 -1.044
N 0.116 0.377 -0.896
H -0.754 -3.785 -1.617
H -0.945 -2.517 1.589
H -1.956 -0.200 -0.016
H -2.774 -1.704 0.418
H -2.511 0.196 1.893
H 0.472 -1.136 2.457
H 2.341 0.048 -0.765
H 1.560 2.567 0.721
H 2.831 2.189 -0.364
H 0.959 2.665 -2.104
H 0.444 3.670 -1.002
H -1.205 2.113 -0.328
H -0.919 1.819 -1.987
H 0.278 -0.138 -1.765

Model 2:
The molecule C8H14N2O4, computed with ωB97M-V/def2-TZVPD.

Values from the calculation:
HOMO energy: -0.32591 hartree
LUMO: 0.4 eV
Frontier orbital gap: 9.32 eV
Total charge: 0

Element x y z (Å)
O 4.373 -0.214 -0.745
C 3.280 -0.622 -0.488
O 3.133 -1.827 -0.019
C 2.043 0.380 -0.576
C 2.170 1.328 0.620
O 1.236 2.398 0.466
N 0.696 -0.276 -0.503
C 0.300 -0.972 0.602
O 1.021 -1.679 1.342
C -1.252 -0.817 0.808
C -2.017 -1.524 -0.312
C -3.056 -0.488 -0.760
C -2.478 0.931 -0.457
N -1.585 0.583 0.614
H 2.334 -1.845 0.581
H 2.093 0.852 -1.561
H 3.190 1.659 0.548
H 1.991 0.697 1.522
H 1.524 3.174 0.927
H -0.002 0.417 -0.770
H -1.522 -1.105 1.827
H -2.516 -2.436 0.001
H -1.479 -1.806 -1.218
H -4.010 -0.669 -0.225
H -3.255 -0.606 -1.808
H -1.914 1.564 -1.230
H -3.369 1.552 -0.144
H -0.927 1.354 0.959

Most stable structure: model 2